{"formula": "C3H4BrIO", "method": "the ωB97M-V functional and the def2-TZVPD basis", "elements": ["I", "Br", "O", "C", "C", "C", "H", "H", "H", "H"], "positions_angstrom": [[2.12725, 1.52472, 1.06708], [-1.53064, 2.51817, -0.08857], [-1.36662, -0.23050, 1.21257], [-0.35838, 1.22020, -0.36236], [-0.46944, -0.07427, 0.37995], [0.23261, -1.27348, -0.19208], [0.26161, 1.28033, -1.30345], [-0.57719, -1.98305, -0.42906], [0.64565, -1.91549, 0.64714], [1.03513, -1.06662, -0.93121]], "forces_ev_per_angstrom": [[-1.510, -0.111, -0.859], [-0.941, 1.060, 0.271], [1.599, 0.642, -0.928], [3.766, -0.727, -0.177], [-2.287, -0.855, 0.443], [0.821, -1.249, 1.442], [-0.933, -0.211, 1.154], [0.234, 0.539, -1.004], [0.105, 1.239, -0.653], [-0.855, -0.326, 0.309]], "nbo_charge": [-0.203, 0.297, -0.532, -0.300, 0.456, -0.738, 0.256, 0.261, 0.264, 0.237], "gap_ev": [6.873, 6.869], "e_above_lowest_kcal_mol": 21.0, "homo_energy_ev": [-9.455, -9.454]}